{"formula": "C33H42BN2O6P", "method": "ωB97M-V with the def2-TZVPD basis set", "smiles": "CCCCCCc1nc2cc(B(O)O)c(CCCc3ccccc3)c(P(O)O)c2nc1[C@H](C)CC.O=C1C=CC(=O)C=C1", "e_above_lowest_ev": 0.0000, "homo_lumo_gap_ev": 6.65, "total_charge": 0, "elements": ["C", "C", "C", "C", "C", "C", "C", "N", "C", "C", "C", "B", "O", "O", "C", "C", "C", "C", "C", "C", "C", "C", "C", "C", "C", "P", "O", "O", "C", "N", "C", "C", "C", "C", "C", "H", "H", "H", "H", "H", "H", "H", "H", "H", "H", "H", "H", "H", "H", "H", "H", "H", "H", "H", "H", "H", "H", "H", "H", "H", "H", "H", "H", "H", "H", "H", "H", "H", "H", "H", "H", "H", "H", "O", "C", "C", "C", "C", "O", "C", "C", "H", "H", "H", "H"], "positions_angstrom": [[3.5559, -4.3847, 2.4329], [3.8883, -3.1450, 1.5833], [3.5695, -1.8088, 2.2924], [4.4253, -0.6291, 1.8025], [3.7034, 0.2605, 0.7858], [2.5498, 1.0617, 1.4551], [1.1865, 0.7159, 0.9157], [0.3759, 0.1018, 1.7293], [-0.8473, -0.2564, 1.2380], [-1.7605, -0.8953, 2.0799], [-2.9993, -1.2868, 1.6494], [-3.8959, -1.9621, 2.7568], [-3.3484, -2.0820, 4.0042], [-5.1923, -2.4499, 2.5923], [-3.3756, -1.0455, 0.2875], [-4.7162, -1.5094, -0.2207], [-4.8603, -3.0539, -0.3883], [-3.5400, -3.8389, -0.5035], [-3.1318, -4.5752, 0.7539], [-1.8931, -4.3679, 1.3483], [-1.5443, -5.0392, 2.5067], [-2.4178, -5.9347, 3.0884], [-3.6586, -6.1534, 2.5050], [-3.9992, -5.4839, 1.3476], [-2.4881, -0.4001, -0.5647], [-2.7778, -0.0081, -2.3491], [-4.1955, 0.8414, -2.2600], [-3.3511, -1.4887, -2.8323], [-1.2128, -0.0033, -0.0889], [-0.3471, 0.6454, -0.9205], [0.8093, 1.0174, -0.4543], [1.7401, 1.7660, -1.4016], [2.1013, 3.1795, -0.8955], [1.1059, 1.8798, -2.8007], [-0.0361, 2.9101, -2.9129], [4.3199, -5.1495, 2.2831], [3.5471, -4.1401, 3.4953], [2.5921, -4.8091, 2.1509], [4.9512, -3.1466, 1.3336], [3.3147, -3.1720, 0.6546], [2.5114, -1.5920, 2.1161], [3.6683, -1.9484, 3.3713], [4.7114, -0.0242, 2.6693], [5.3618, -1.0004, 1.3778], [4.4285, 0.9444, 0.3434], [3.2601, -0.3901, 0.0280], [2.5325, 0.7954, 2.5134], [2.7279, 2.1342, 1.4130], [-1.4632, -1.0716, 3.1061], [-4.0285, -2.3870, 4.6149], [-5.8219, -1.7526, 2.3886], [-4.9656, -1.0408, -1.1584], [-5.4826, -1.1604, 0.4764], [-5.4217, -3.2175, -1.3111], [-5.4848, -3.4440, 0.4120], [-3.6847, -4.6079, -1.2700], [-2.7265, -3.2095, -0.8584], [-1.2020, -3.6597, 0.9062], [-0.5762, -4.8754, 2.9654], [-2.1615, -6.4634, 3.9979], [-4.3603, -6.8420, 2.9583], [-4.9722, -5.6472, 0.8961], [-4.9011, 0.3516, -2.6984], [-2.9214, -1.7006, -3.6680], [2.6606, 1.1937, -1.5430], [1.3044, 3.6346, -0.3081], [3.0337, 3.1610, -0.3300], [2.2935, 3.8236, -1.7568], [1.8923, 2.1606, -3.5072], [0.7233, 0.9137, -3.1275], [-0.8786, 2.4574, -3.4398], [0.2600, 3.7922, -3.4785], [-0.4318, 3.2010, -1.9393], [3.9189, 10.4583, -2.7250], [3.5728, 9.3075, -2.8752], [2.9142, 8.5508, -1.7796], [2.5364, 7.2865, -1.9449], [2.7561, 6.5796, -3.2316], [2.4091, 5.4272, -3.3793], [3.4138, 7.3342, -4.3272], [3.7917, 8.5986, -4.1623], [2.7644, 9.0878, -0.8517], [2.0550, 6.7139, -1.1620], [3.5631, 6.7966, -5.2549], [4.2725, 9.1704, -4.9457]], "mulliken_charge": [-1.070, -0.499, -0.234, -1.300, -0.603, -1.575, 0.509, -0.589, -0.127, -0.131, 0.087, 0.923, -0.672, -0.598, -0.512, -1.274, -0.723, -1.286, 0.413, -0.046, -0.558, -0.630, -0.680, -0.250, 1.933, 0.116, -0.515, -0.503, -0.800, -0.229, 0.195, 0.676, -1.426, -1.021, -1.325, 0.335, 0.328, 0.193, 0.315, 0.311, 0.026, 0.403, 0.383, 0.532, 0.371, 0.440, 0.615, 0.606, 0.553, 0.283, 0.307, -0.137, 0.684, 0.518, 0.405, 0.543, 0.404, 0.404, 0.418, 0.391, 0.387, 0.380, 0.290, 0.297, 0.363, 0.465, 0.490, 0.070, 0.574, 0.453, 0.315, 0.343, 0.294, -0.542, 0.312, -0.454, -0.224, 0.346, -0.434, -0.344, -0.381, 0.412, 0.465, 0.421, 0.392]}

{"formula": "C33H42BrClF2I2N3O14P2S", "method": "ωB97M-V with the def2-TZVPD basis set", "homo_lumo_gap_ev": 7.01, "total_charge": 1, "elements": ["C", "O", "C", "C", "C", "C", "C", "C", "C", "O", "I", "N", "C", "C", "C", "O", "O", "C", "N", "C", "C", "F", "P", "O", "N", "C", "C", "O", "F", "C", "Cl", "P", "S", "C", "I", "C", "C", "C", "Br", "H", "H", "H", "H", "H", "H", "H", "H", "H", "H", "H", "H", "H", "H", "H", "H", "H", "H", "H", "H", "H", "H", "H", "H", "H", "H", "H", "H", "H", "H", "H", "H", "H", "H", "C", "C", "C", "O", "C", "C", "C", "O", "O", "O", "H", "H", "H", "H", "C", "C", "C", "O", "C", "C", "C", "O", "O", "O", "H", "H", "H", "H"], "positions_angstrom": [[5.2069, -6.9420, 1.4362], [4.8357, -5.6985, 0.8631], [4.9260, -4.5576, 1.6902], [3.7208, -3.6040, 1.4708], [2.6914, -4.1243, 0.4710], [1.5826, -3.1482, 0.0833], [0.4581, -2.7710, 1.0594], [-0.0225, -4.0593, 1.8134], [0.5014, -4.6329, 3.1305], [0.0333, -4.3556, 4.1584], [1.9786, -6.1685, 3.1149], [0.9525, -1.6683, 1.9800], [0.6384, -1.6630, 3.4555], [1.8262, -2.0278, 4.3501], [2.8979, -0.9658, 4.4909], [4.0543, -1.1596, 4.3758], [2.3709, 0.2522, 4.7205], [0.5983, -0.4002, 1.5001], [1.5245, 0.4849, 1.1860], [1.1149, 1.7483, 0.5234], [2.1539, 2.4474, -0.3570], [1.3664, 3.2997, -1.1315], [3.2584, 0.3110, 1.5184], [3.7582, 1.5470, 2.1358], [-0.7267, -0.0449, 1.4013], [-1.1936, 1.0780, 2.2297], [-1.6807, 2.3035, 1.4786], [-1.8414, 2.4494, 0.3441], [-1.9305, 3.2666, 2.3701], [-1.6542, -1.1404, 1.0219], [-2.4811, -1.7980, 2.4773], [-3.1493, -0.3629, 0.0945], [-4.5858, -1.5332, -0.4508], [-0.8449, -2.2377, 0.2420], [-0.1669, -1.0802, -1.5938], [-1.6950, -3.3284, -0.4896], [-2.4722, -4.5792, 0.0321], [-3.4588, -4.5606, 1.1913], [-4.2567, -6.3275, 1.3525], [5.8373, -6.7966, 2.3226], [4.3117, -7.5152, 1.7221], [5.7748, -7.5156, 0.6959], [4.9849, -4.8568, 2.7477], [5.8558, -4.0144, 1.4568], [3.2644, -3.3793, 2.4414], [4.1142, -2.6608, 1.0576], [2.2927, -5.1022, 0.7549], [3.2293, -4.3164, -0.4694], [1.0795, -3.5774, -0.7961], [2.0613, -2.2138, -0.2415], [-1.0726, -3.9370, 2.0769], [0.0447, -4.8548, 1.0657], [0.3147, -0.6522, 3.7357], [-0.1995, -2.3107, 3.6785], [2.3294, -2.9474, 4.0430], [1.4007, -2.2142, 5.3485], [3.1208, 0.8777, 4.7917], [0.2804, 1.4814, -0.1348], [0.7673, 2.4604, 1.2780], [2.6489, 1.7467, -1.0415], [2.8938, 3.0225, 0.2077], [3.2869, -0.8880, 2.2032], [3.6614, 0.0398, 0.2079], [-2.0125, 0.7214, 2.8669], [-0.4026, 1.3973, 2.9209], [-2.5637, 0.4115, -0.8934], [-3.5102, 0.5540, 1.0810], [-0.9971, -3.7609, -1.2219], [-2.4096, -2.7623, -1.0968], [-1.7833, -5.4165, 0.1954], [-3.0514, -4.8704, -0.8572], [-3.0179, -4.3874, 2.1706], [-4.2885, -3.8716, 1.0336], [-4.6293, 2.2414, -5.3690], [-4.4840, 1.6632, -4.1687], [-4.1794, 2.4640, -2.9188], [-4.0326, 1.8122, -1.8933], [-4.0593, 3.8927, -3.0007], [-4.2079, 4.4766, -4.2022], [-4.5053, 3.6805, -5.4628], [-4.6228, 4.3299, -6.4841], [-4.1061, 5.7736, -4.4168], [-4.5945, 0.3605, -3.9542], [-4.8472, 1.6819, -6.2676], [-3.8317, 4.4496, -2.1028], [-4.2674, 5.9134, -5.3739], [-4.5274, 0.2173, -2.9881], [0.7096, 6.2938, -2.6664], [1.5461, 7.2090, -3.1781], [1.0515, 8.4749, -3.8552], [1.9163, 9.2283, -4.2635], [-0.3721, 8.6942, -3.9718], [-1.2077, 7.7750, -3.4654], [-0.7125, 6.5208, -2.7709], [-1.5716, 5.7670, -2.3427], [-2.5269, 7.8587, -3.5148], [2.8640, 7.1167, -3.1500], [1.0534, 5.3906, -2.1840], [-0.7177, 9.5913, -4.4655], [-2.8739, 7.0571, -3.0726], [3.2015, 7.9268, -3.5883]], "mulliken_charge": [-0.676, -0.320, -0.960, 1.508, -1.409, -1.448, 4.035, -1.023, -0.820, -0.441, 0.141, 1.539, -0.777, -0.254, -0.210, -0.528, -0.431, -2.628, 1.038, -0.387, -0.847, -0.249, 0.732, -0.705, 1.636, -1.193, 0.140, -0.264, -0.356, 1.099, -0.138, 0.679, -0.347, -2.799, 0.220, -1.614, -1.108, -0.429, -0.137, 0.342, 0.161, 0.264, 0.551, 0.278, -1.081, -0.057, 0.252, 0.533, 0.751, 0.324, -0.411, 1.154, 0.485, 0.655, 0.026, 0.639, 0.474, 0.269, 0.270, 0.300, 0.435, -0.271, 0.140, 0.907, 0.512, 0.002, 0.187, 0.387, 0.732, 0.432, 0.557, 0.301, 0.293, -1.001, 0.344, 1.030, -0.515, -1.027, 0.205, 1.116, -0.621, -0.544, -0.595, 0.465, 0.432, 0.355, 0.288, -1.270, 0.293, 1.029, -0.624, -0.968, 0.242, 1.153, -0.511, -0.617, -0.599, 0.732, 0.453, 0.312, 0.380]}